Here is a molecular structure, C24H28IrN3OP2S2 from OMol25. Energies are from ωB97M-V with the def2-TZVPD basis set.

The geometry in XYZ format:
```
61
Properties=species:S:1:pos:R:3:forces:R:3:lowdin_charge:R:1
Ir -0.842 -0.519 0.095 0.81 -0.23 -0.90 0.675
N -0.280 3.862 -0.576 -0.10 0.08 -0.17 0.060
C -0.503 2.585 -0.131 -0.28 -0.41 0.27 -0.875
S -1.514 1.583 -1.139 -0.03 -1.69 0.36 0.546
N -0.001 2.250 1.002 0.62 1.16 0.06 -0.022
N -0.032 0.943 1.375 -1.36 -0.85 0.23 -0.199
C -0.107 0.739 2.657 0.11 0.49 -0.58 -0.085
C 0.092 -0.495 3.331 -0.10 -1.06 0.07 -0.163
C 0.047 -0.503 4.739 0.00 0.19 -0.21 -0.043
C 0.356 -1.619 5.471 0.02 -0.19 0.17 -0.101
C 0.721 -2.793 4.801 0.00 0.27 0.02 -0.088
C 0.737 -2.836 3.430 0.23 0.04 -0.30 -0.034
C 0.394 -1.711 2.641 -0.12 0.44 0.88 -0.386
O 0.369 -1.828 1.353 -0.92 0.07 -1.39 -0.245
H -0.906 4.196 -1.289 -0.03 0.06 0.06 0.070
H -0.012 4.529 0.130 0.01 -0.02 0.02 0.092
H -0.318 1.612 3.271 0.47 0.13 0.00 0.134
H -0.228 0.416 5.245 0.03 0.01 0.00 0.113
H 0.326 -1.593 6.552 -0.03 0.01 -0.01 0.097
H 0.983 -3.677 5.370 -0.02 -0.02 -0.02 0.104
H 1.005 -3.746 2.906 -0.04 0.00 -0.02 0.113
C -0.657 -3.893 -0.730 -0.02 0.26 0.13 -0.226
P -1.575 -2.375 -1.185 0.06 0.39 0.53 0.742
C -3.288 -2.998 -1.236 0.11 0.36 0.15 -0.247
C -1.094 -2.182 -2.929 0.01 0.26 -0.08 -0.368
C -1.786 -2.784 -3.976 0.03 -0.05 0.07 -0.078
C -1.398 -2.570 -5.289 0.05 -0.04 0.00 -0.069
C -0.294 -1.774 -5.563 -0.06 -0.06 -0.02 -0.069
C 0.417 -1.198 -4.524 0.10 0.02 -0.04 -0.081
C 0.018 -1.380 -3.204 -0.13 -0.05 0.15 -0.371
P 0.928 -0.631 -1.799 -0.58 0.49 0.50 0.834
C 1.480 0.978 -2.470 -0.03 -0.07 0.23 -0.278
C 2.507 -1.566 -1.881 -0.26 -0.02 0.48 -0.228
H -0.686 -4.607 -1.552 -0.05 -0.02 0.00 0.054
H -1.115 -4.328 0.159 0.06 -0.02 0.02 0.044
H 0.372 -3.629 -0.485 -0.01 -0.05 0.03 0.025
H -3.328 -4.008 -1.640 0.05 0.01 -0.06 0.049
H -3.909 -2.324 -1.825 -0.04 -0.01 0.03 0.057
H -3.667 -3.002 -0.213 0.00 0.04 -0.01 0.027
H -2.629 -3.429 -3.769 -0.07 0.05 -0.02 0.099
H -1.951 -3.033 -6.095 0.00 0.02 -0.01 0.108
H 0.008 -1.609 -6.589 0.03 0.02 0.01 0.107
H 1.290 -0.600 -4.752 -0.02 0.05 0.01 0.101
H 2.180 0.855 -3.296 0.03 -0.06 0.02 0.040
H 1.970 1.521 -1.659 0.02 0.04 -0.03 0.051
H 0.611 1.547 -2.786 0.02 0.02 -0.01 0.004
H 2.904 -1.539 -2.895 -0.05 0.03 -0.03 0.045
H 2.349 -2.601 -1.581 0.04 0.00 0.02 0.038
H 3.218 -1.105 -1.196 0.03 -0.05 0.01 0.052
S -3.101 -0.377 1.267 1.53 0.25 -0.80 0.560
C -3.074 -1.391 2.697 0.03 -0.24 0.08 -0.681
C -3.713 -0.936 3.853 0.05 -0.02 -0.08 -0.132
C -3.776 -1.735 4.983 -0.10 -0.03 0.03 -0.097
C -3.209 -3.002 4.981 0.01 0.01 0.01 -0.102
C -2.568 -3.456 3.838 -0.01 -0.07 0.00 -0.095
C -2.498 -2.662 2.706 -0.22 0.06 0.06 -0.140
H -4.163 0.049 3.847 0.03 0.02 0.03 0.094
H -4.276 -1.364 5.869 0.01 -0.01 0.01 0.099
H -3.261 -3.627 5.862 0.01 0.01 0.01 0.097
H -2.116 -4.441 3.829 0.03 0.01 0.00 0.104
H -1.989 -3.010 1.816 0.04 -0.02 0.05 0.068
```
Forces are in eV/Å.

- orbital gap (eV) = 6.97
- HOMO (eV) = -6.89
- lowest unoccupied orbital energy (eV) = 0.08

Here is C3H5N3S2 in the gas phase from OMol25. Energies are from ωB97M-V with the def2-TZVPD basis set.

The geometry in XYZ format:
```
13
Properties=species:S:1:pos:R:3:forces:R:3:lowdin_charge:R:1
N 2.971 0.798 -1.149 3.85 -1.88 2.01 -0.078
N 1.716 0.304 -0.874 0.45 0.93 0.24 -0.101
C 1.141 1.080 -0.087 -2.57 1.36 2.05 -0.329
C -0.335 0.938 0.301 0.55 -1.68 -1.18 -0.743
S -1.188 0.095 -1.123 -0.19 -0.49 0.85 0.849
C -1.179 -1.515 -0.320 -1.89 -0.09 -4.16 -0.625
N -0.925 -1.661 0.857 0.78 0.50 4.36 -0.367
S -0.698 -0.221 1.767 0.59 0.44 -1.14 0.825
H 3.254 1.540 -0.274 -0.26 -2.76 -3.06 0.141
H 3.602 -0.174 -1.128 -1.51 3.74 0.04 0.150
H 1.623 2.020 0.357 -0.30 -1.27 -0.50 0.127
H -0.756 1.930 0.368 -0.42 0.08 0.56 0.051
H -1.646 -2.404 -0.837 0.93 1.12 -0.06 0.100
```
Forces are in eV/Å.

- orbital gap (eV) = 9.34
- HOMO (eV) = -8.73
- lowest unoccupied orbital energy (eV) = 0.62
- SMILES string = N/N=C/[C@H]1SC=NS1

Here is a molecular structure, C35H35N6O6Si2Ta from OMol25. Energies are from ωB97M-V with the def2-TZVPD basis set.

The geometry in XYZ format:
```
85
Properties=species:S:1:pos:R:3:forces:R:3:lowdin_charge:R:1
Ta -0.203 0.401 0.048 -0.12 -0.45 0.72 1.896
O 5.312 -3.978 1.106 -0.04 0.03 -0.22 -0.008
C 5.418 -2.748 1.204 -0.02 -0.08 0.52 -0.678
O 6.352 -1.996 1.510 -0.02 0.08 -0.20 -0.006
C 4.076 -1.995 0.955 0.00 0.03 -0.09 -0.035
C 2.931 -2.699 0.601 -0.08 0.10 0.08 0.081
C 1.773 -2.002 0.323 0.14 -0.02 -0.05 -0.225
N 1.730 -0.658 0.353 0.24 -0.26 -0.13 -0.010
C 2.837 0.028 0.692 0.01 -0.13 0.16 -0.209
C 4.013 -0.609 1.030 -0.06 -0.03 -0.03 0.086
C 2.694 1.485 0.534 0.06 0.11 0.03 -0.189
C 3.667 2.412 0.872 -0.09 -0.04 -0.08 0.042
C 3.423 3.750 0.612 -0.02 -0.01 -0.01 -0.005
C 2.229 4.125 0.013 -0.03 -0.04 -0.02 -0.011
C 1.299 3.148 -0.281 0.03 0.10 -0.02 -0.096
N 1.530 1.859 -0.022 0.09 -0.07 0.15 -0.021
C 0.509 -2.629 -0.095 -0.12 -0.08 0.01 -0.216
C 0.383 -3.991 -0.327 -0.03 0.16 0.03 0.030
C -0.855 -4.501 -0.673 -0.04 0.01 -0.01 -0.008
C -1.933 -3.637 -0.800 0.00 0.03 0.01 -0.012
C -1.737 -2.289 -0.579 0.01 -0.05 -0.02 -0.082
N -0.546 -1.790 -0.215 0.18 -0.16 -0.23 -0.025
H 3.025 -3.776 0.551 -0.02 -0.01 0.01 0.127
H 4.927 -0.091 1.290 0.00 0.01 0.01 0.130
H 4.591 2.091 1.329 0.00 -0.01 0.02 0.128
H 4.161 4.495 0.876 0.01 0.01 0.00 0.124
H 2.007 5.158 -0.211 0.00 0.01 0.00 0.121
H 0.340 3.387 -0.723 0.00 0.00 0.01 0.133
H 1.241 -4.638 -0.226 0.02 0.01 0.00 0.127
H -0.974 -5.562 -0.845 -0.01 0.00 -0.01 0.125
H -2.915 -3.991 -1.076 0.00 -0.01 0.00 0.120
H -2.534 -1.570 -0.700 -0.01 -0.01 0.01 0.093
O -0.674 -0.454 7.328 0.24 0.00 -0.11 -0.018
C -0.468 -1.459 6.630 -0.57 -0.05 0.06 -0.687
O -0.450 -2.672 6.887 0.19 0.07 -0.10 -0.022
C -0.318 -1.136 5.112 0.23 0.02 0.03 -0.055
C -0.310 -2.141 4.156 -0.01 0.02 0.06 0.039
C -0.239 -1.821 2.814 0.04 -0.18 0.00 -0.104
N -0.175 -0.565 2.355 -0.24 -0.07 -0.02 0.017
C -0.168 0.398 3.296 0.14 0.25 0.10 -0.209
C -0.218 0.174 4.652 -0.05 -0.04 0.02 0.088
C -0.189 1.770 2.727 0.05 0.17 -0.26 -0.506
O 0.081 2.804 3.262 -0.02 -0.17 0.14 0.158
O -0.585 1.716 1.435 -0.22 0.55 -0.13 -0.264
H -0.371 -3.166 4.497 -0.01 -0.01 -0.03 0.126
H -0.261 -2.624 2.091 0.00 0.05 -0.03 0.101
H -0.231 0.988 5.364 0.01 0.02 -0.02 0.141
C -3.229 0.043 2.197 -0.07 0.04 -0.04 -0.149
Si -3.518 0.963 0.593 -0.04 -0.05 0.00 0.466
C -4.995 0.053 -0.150 0.11 0.02 0.14 -0.160
C -3.829 2.775 0.937 0.02 -0.14 -0.02 -0.145
N -2.099 0.820 -0.520 0.10 -0.02 0.20 -0.223
C -2.280 1.174 -1.864 0.00 0.04 -0.11 -0.308
C -3.426 1.769 -2.393 0.04 -0.04 -0.08 -0.057
C -3.485 2.114 -3.731 -0.02 0.00 0.00 -0.082
C -2.394 1.874 -4.550 -0.01 0.01 -0.04 -0.083
C -1.235 1.327 -4.027 -0.03 0.00 0.08 -0.068
C -1.147 0.988 -2.675 -0.03 -0.07 0.08 -0.298
N -0.001 0.501 -1.986 -0.01 0.33 -0.25 -0.209
Si 1.407 0.176 -3.075 -0.02 0.05 -0.03 0.472
C 0.873 -1.129 -4.324 0.10 0.06 0.16 -0.153
C 2.057 1.811 -3.757 -0.03 -0.17 0.13 -0.149
C 2.930 -0.576 -2.294 0.02 0.02 -0.21 -0.151
H -4.216 -0.238 2.574 -0.02 0.04 0.00 0.050
H -2.752 0.638 2.975 0.03 0.02 -0.02 0.039
H -2.670 -0.886 2.092 -0.03 -0.02 -0.04 0.020
H -5.840 0.221 0.524 -0.02 0.01 0.00 0.043
H -4.809 -1.025 -0.134 0.02 -0.01 0.01 0.029
H -5.310 0.319 -1.153 0.02 0.02 -0.02 0.022
H -4.564 2.879 1.739 -0.02 -0.02 0.00 0.043
H -4.193 3.334 0.075 0.01 -0.01 -0.02 0.029
H -2.902 3.241 1.278 0.01 -0.01 0.00 0.033
H -4.271 1.991 -1.763 -0.01 0.00 0.03 0.072
H -4.379 2.577 -4.126 0.00 0.00 -0.01 0.107
H -2.431 2.133 -5.599 0.00 0.00 0.00 0.106
H -0.405 1.190 -4.695 0.15 0.00 -0.04 0.067
H 0.081 -0.860 -5.016 -0.03 0.05 -0.01 0.024
H 0.533 -2.005 -3.762 0.00 0.01 0.01 0.033
H 1.741 -1.447 -4.905 0.01 0.03 -0.01 0.040
H 1.402 2.378 -4.413 -0.10 -0.01 -0.03 0.026
H 2.994 1.629 -4.288 -0.01 -0.03 -0.03 0.040
H 2.302 2.455 -2.907 0.00 -0.01 0.00 0.021
H 2.806 -1.570 -1.868 0.01 0.05 -0.05 0.036
H 3.465 0.057 -1.589 -0.03 -0.01 -0.14 0.032
H 3.596 -0.695 -3.155 0.02 -0.01 -0.01 0.056
```
Forces are in eV/Å.

- orbital gap (eV) = 5.38
- HOMO (eV) = -7.93
- lowest unoccupied orbital energy (eV) = -2.55

Here is 3 unconnected molecules or ions with the total composition C5H14O3 from OMol25. Energies are from ωB97M-V with the def2-TZVPD basis set.

The geometry in XYZ format:
```
22
Properties=species:S:1:pos:R:3:forces:R:3:lowdin_charge:R:1
O -1.573 1.228 0.933 0.14 -0.08 0.68 0.293
C -1.183 0.510 1.824 0.04 -0.37 0.76 -0.057
C 0.256 0.265 2.122 0.62 -0.54 -1.39 -0.056
C 1.098 1.009 1.053 -0.81 1.63 -0.08 -0.180
C 2.029 0.207 0.195 0.44 0.63 0.10 -0.219
C 1.954 0.510 -1.323 -1.08 -1.44 0.08 -0.051
H -1.958 0.027 2.491 0.16 0.32 -0.43 0.225
H 0.545 -0.792 2.022 -0.86 -0.25 0.16 0.154
H 0.471 0.469 3.153 -0.06 0.44 0.73 0.144
H 1.590 1.846 1.519 0.33 0.31 0.22 0.130
H 0.349 1.510 0.399 -0.14 -0.03 -0.12 0.123
H 1.719 -0.816 0.361 0.60 -0.62 -0.21 0.108
H 3.032 0.460 0.565 -0.01 -0.82 -0.19 0.131
H 2.430 1.432 -1.648 -0.05 -0.14 0.08 0.090
H 0.882 0.476 -1.588 0.26 0.60 -0.12 0.062
H 2.293 -0.388 -1.869 0.52 0.70 0.16 0.096
H -0.901 -0.332 -0.743 0.08 0.05 -0.32 0.016
H -2.296 -0.576 -0.171 -0.22 -0.21 -0.48 0.043
O -1.638 -0.949 -0.767 -0.07 0.06 0.72 -0.022
H -1.300 -1.350 -2.838 -0.18 -0.10 -0.09 0.009
H -0.557 -2.451 -2.121 -0.14 -0.12 -0.16 0.017
O -0.722 -2.099 -3.002 0.43 -0.01 -0.11 -0.057
```
Forces are in eV/Å.

- orbital gap (alpha / beta) (eV) = 7.50 / 3.43
- HOMO (alpha / beta) (eV) = -13.74 / -13.74
- lowest unoccupied orbital energy (alpha / beta) (eV) = -6.24 / -10.30
- ⟨S²⟩ = 0.7582
- total charge = +1
- spin multiplicity = 2

Record order is preserved below.
Molar mass: 692.81, 147.23, 872.82, 122.16 g/mol
Record order is preserved below.
F_max: 1.75, 4.73, 0.86, 1.82 eV/Å
Record order is preserved below.
ΔE to the lowest compared entry with this formula, charge and spin: 167.9, 304.8, 54.3, 130.0 kJ/mol